The following is a DFT calculation (the ωB97M-V functional and the def2-TZVPD basis) of a molecular structure, C4H5O3V at a distorted geometry.

Properties
* multiplicity: 4
* ⟨S²⟩: 3.86
* HOMO level (spin up / spin down): -12.883 / -12.962 eV
* net charge: +1
* frontier orbital gap (spin up / spin down): 6.77 / 6.76 eV

Each line ends with the Mulliken spin population.
Atoms and positions in Å:
V 0.43 1.78 -1.01  3.23
O -1.72 -0.64 0.31  0.01
O -1.01 0.57 -1.40  -0.04
O 1.01 -1.00 -0.04  0.06
C -0.77 0.02 -0.30  -0.20
C 2.55 0.88 0.01  0.00
C 1.87 -0.18 -0.47  -0.05
C -2.90 -0.99 -0.42  -0.01
H -3.45 -0.09 -0.70  0.00
H -2.64 -1.56 -1.32  0.00
H 3.31 1.29 -0.66  0.00
H -3.49 -1.61 0.26  0.00
H 2.54 1.02 1.10  0.01

***

The following is a DFT calculation (the ωB97M-V functional and the def2-TZVPD basis) of a molecular structure, C32H25BaN4OS2Se at a distorted geometry.

Properties
* multiplicity: 1
* HOMO level: -9.687 eV
* net charge: +1
* frontier orbital gap: 5.56 eV
* energy relative to the best compared isomer or geometry (same formula, charge and spin): 33.06 kcal per mole

Each line ends with the Löwdin charge.
Atoms and positions in Å:
Ba 0.71 -0.04 0.24  2.00
Se 4.23 2.17 -0.07  1.29
S -2.71 -0.72 0.82  1.01
S 4.79 -0.42 2.39  1.11
O -1.42 -0.43 0.09  -0.96
N 0.56 2.49 0.90  -0.04
N 2.59 1.61 0.17  -0.44
N 3.88 3.80 0.45  -0.20
N 2.93 -1.30 0.84  -0.09
C 0.17 -1.10 5.05  -0.09
C 1.87 2.63 0.63  -0.50
C -2.13 2.92 -1.93  -0.07
C -4.88 -3.09 -2.92  -0.07
C 3.15 -0.95 2.07  -0.56
C -2.84 1.27 -3.53  -0.06
C 4.15 -1.54 -1.29  -0.02
C -3.36 -2.70 -1.09  -0.29
C -2.52 -2.99 -3.33  -0.07
C 6.46 -0.82 -1.29  -0.08
C -0.05 3.56 1.35  -0.10
C -2.16 2.45 -3.24  -0.07
C 6.40 -0.53 0.06  -0.11
C -3.12 -2.46 0.36  -0.25
C -3.47 0.56 -2.53  -0.02
C -2.75 2.20 -0.93  -0.06
C 1.51 -1.18 5.42  -0.09
C -0.18 -0.94 3.71  -0.16
C 2.48 -1.11 4.44  -0.06
C -3.42 1.01 -1.21  -0.29
C -2.29 -2.76 -1.98  -0.04
C -4.66 -2.86 -1.57  -0.06
C 2.60 3.86 0.80  -0.36
C 2.12 -0.96 3.10  -0.32
C 5.34 -1.34 -1.95  -0.07
C 1.90 4.99 1.28  0.03
C -4.03 0.22 -0.10  -0.22
C -3.81 -3.15 -3.80  -0.07
C 4.06 -1.20 0.06  -0.37
C 0.57 4.82 1.55  -0.02
C 5.20 -0.72 0.73  -0.54
C 0.78 -0.86 2.69  -0.27
H 1.79 -1.30 6.45  0.10
H -1.23 -0.87 3.46  0.05
H -1.63 3.85 -1.71  0.11
H -1.11 3.44 1.57  0.11
H -5.89 -3.23 -3.28  0.11
H -3.99 -2.71 0.97  0.10
H -2.74 2.56 0.09  0.11
H -2.25 -3.01 0.73  0.11
H -5.50 -2.84 -0.89  0.12
H -4.00 -0.35 -2.76  0.10
H 5.43 -1.60 -3.00  0.11
H 7.27 -0.15 0.59  0.12
H -2.89 0.91 -4.55  0.11
H -1.69 3.01 -4.03  0.11
H -3.99 -3.34 -4.85  0.11
H -1.28 -2.65 -1.61  0.11
H 3.53 -1.20 4.71  0.09
H 7.37 -0.66 -1.83  0.11
H 2.40 5.93 1.41  0.13
H -0.03 5.64 1.92  0.12
H -1.68 -3.05 -4.01  0.11
H -4.77 -0.49 -0.46  0.09
H -4.48 0.87 0.65  0.10
H 3.29 -1.97 -1.79  0.11
H -0.60 -1.17 5.81  0.10

***

The following is a DFT calculation (the ωB97M-V functional and the def2-TZVPD basis) of 2 unconnected molecules or ions with the total composition C3H4N2O6 at a distorted geometry.

Properties
* multiplicity: 1
* SMILES string: OC(O)=C(O)O.O=C=NN=O
* HOMO level: -7.762 eV
* frontier orbital gap: 7.66 eV
* energy relative to the best compared isomer or geometry (same formula, charge and spin): 3.91 kcal per mole

Each line ends with the Löwdin charge.
Atoms and positions in Å:
O 1.51 1.93 -0.30  0.08
O 1.44 -1.64 0.76  0.05
O -4.81 -0.22 0.43  0.23
O -0.03 0.77 0.94  0.01
O -0.80 -0.53 -1.30  0.04
O 2.89 -0.56 -0.70  0.10
N -2.60 -0.57 -0.19  0.13
N -1.55 0.12 -0.67  -0.11
C -3.71 -0.21 0.15  -0.27
C 1.82 -0.48 0.08  -0.41
C 1.18 0.70 0.20  -0.33
H 0.73 2.49 -0.21  0.12
H 3.11 0.36 -0.96  0.13
H -0.10 0.11 1.61  0.09
H 0.92 -2.26 0.18  0.13

***

The following is a DFT calculation (the ωB97M-V functional and the def2-TZVPD basis) of 13 unconnected molecules or ions with the total composition C24H72F6O24P at a distorted geometry.

Properties
* multiplicity: 2
* ⟨S²⟩: 0.76
* HOMO level (spin up / spin down): -9.345 / -9.345 eV
* frontier orbital gap (spin up / spin down): 9.25 / 3.00 eV

Each line ends with the Mulliken spin population.
Atoms and positions in Å:
P 0.03 -0.18 -0.30  0.00
F -1.41 -0.81 0.18  0.00
F 0.70 -1.36 0.67  0.00
F 0.03 -1.26 -1.48  0.00
F 1.51 0.34 -0.89  0.00
F -0.85 0.86 -1.17  0.00
F 0.15 0.94 0.92  0.00
O 0.29 4.74 -1.57  0.00
O 1.99 -4.12 0.93  0.00
O 2.65 -3.59 -4.46  0.00
O -7.11 -1.02 1.11  0.00
O -5.31 1.15 -0.10  0.00
O -3.39 -4.12 2.53  0.58
O 5.24 -1.16 -1.29  0.00
O -0.27 1.23 -5.93  0.00
O 2.13 -4.29 3.87  0.01
O 3.68 0.76 3.33  0.00
O -4.91 3.87 0.90  0.00
O 3.87 4.50 -0.18  0.00
O -1.41 1.06 4.60  0.00
O -3.07 2.77 -1.04  0.00
O -1.03 -5.43 -2.33  0.00
O -2.48 -0.40 -6.03  0.00
O 1.14 0.38 5.23  0.00
O 1.09 4.72 1.37  0.00
O 3.71 -0.88 -3.58  0.00
O -2.93 -4.43 0.03  0.01
O -3.99 0.87 3.42  0.00
O -0.48 -3.91 3.75  0.13
O 5.55 1.84 -0.79  0.00
O 1.35 3.77 -4.26  0.00
C -1.08 -3.18 2.74  0.13
C 1.63 -0.44 4.16  0.00
C 2.40 0.24 3.01  0.00
C -4.01 4.77 0.24  0.00
C 3.06 -3.66 1.68  0.00
C -1.78 1.95 3.57  0.00
C 4.62 -0.33 -0.24  0.00
C 4.34 1.10 -0.64  0.00
C 2.34 -1.27 -3.83  0.00
C 0.72 3.40 -1.82  0.00
C 2.27 3.97 1.64  0.00
C -2.61 -3.01 2.94  0.13
C 2.12 -2.76 -3.50  0.00
C -0.95 -4.27 -1.51  0.00
C 3.25 -4.47 2.98  0.00
C -0.92 0.91 -4.68  0.00
C 3.60 4.63 1.20  0.00
C -5.67 -0.94 1.29  0.01
C -2.34 -3.71 -1.13  0.00
C -1.56 -0.49 -4.92  0.00
C 1.80 3.37 -2.95  0.00
C -5.01 -0.26 0.07  0.00
C -2.81 3.95 -0.38  0.00
C -2.83 1.17 2.72  0.01
H -2.21 0.78 5.06  0.00
H 0.06 5.08 -2.43  0.00
H -2.27 2.26 -1.16  0.00
H -3.72 5.51 0.98  0.00
H 3.58 -0.59 -0.01  0.00
H 0.78 -0.85 3.61  0.00
H 5.93 1.75 -1.67  0.00
H 3.69 1.53 0.12  0.00
H 3.26 -5.51 2.65  0.00
H 2.37 3.74 2.70  0.00
H 3.77 1.16 -1.56  0.00
H 2.99 -2.60 1.92  0.00
H -4.46 1.64 3.76  0.00
H 2.36 -0.42 2.15  0.00
H 4.06 3.57 -0.26  0.00
H -0.37 -5.31 -3.01  0.00
H -0.90 2.26 3.01  0.00
H 2.63 4.03 -2.70  0.00
H 1.49 -3.32 0.72  0.00
H -5.01 3.11 0.32  0.00
H 2.67 -2.90 -2.57  0.00
H 4.23 -4.30 3.44  0.00
H -4.86 1.51 -0.87  0.00
H 1.11 3.12 -0.85  0.00
H -2.11 -0.78 -4.02  0.00
H -2.38 4.55 -1.18  0.00
H -0.18 2.88 -2.15  0.00
H -2.98 1.81 1.85  0.00
H 5.13 -0.38 0.72  0.00
H 4.37 4.09 1.76  0.00
H -1.62 1.72 -4.49  0.00
H 3.89 0.01 -3.91  0.00
H -2.86 -2.78 3.98  0.01
H 3.45 -3.85 -4.00  0.00
H 2.19 -1.27 4.59  0.00
H 0.33 0.82 4.98  0.00
H 2.14 3.01 1.13  0.00
H -7.43 -0.14 0.90  0.00
H -4.61 5.25 -0.53  0.00
H 1.80 1.08 2.65  0.00
H 1.95 3.43 -4.93  0.00
H 0.16 2.07 -5.77  0.00
H -2.40 -2.63 -1.03  0.00
H 4.64 -1.18 -2.04  0.00
H -0.41 -4.28 -0.56  0.00
H -3.00 -3.83 -1.98  0.00
H -5.53 -0.39 2.22  0.00
H -3.02 -5.35 -0.24  0.00
H -5.20 -0.79 -0.86  0.00
H -0.77 -2.13 2.78  0.01
H 0.48 -3.86 3.73  0.00
H 2.02 -1.00 -4.84  0.00
H 2.12 2.33 -3.04  0.00
H 3.72 5.64 1.60  0.00
H -0.92 -3.55 1.73  -0.02
H -2.21 2.85 4.01  0.00
H -0.75 -1.18 -5.16  0.00
H -2.49 0.17 2.44  0.00
H 1.04 -2.93 -3.49  0.00
H -1.94 -0.04 -6.73  0.00
H 2.27 -4.98 4.52  0.00
H -2.82 -2.12 2.35  0.02
H -2.02 3.78 0.35  0.00
H -0.50 -3.45 -2.07  0.00
H 0.79 4.55 0.47  0.00
H -3.94 -0.22 0.30  0.00
H -0.20 0.95 -3.86  0.00
H -3.02 -4.34 1.67  -0.01
H 4.33 0.07 3.46  0.00
H -5.25 -1.92 1.47  -0.01
H 3.92 -3.80 1.03  0.00
H 1.62 -0.72 -3.23  0.00

***

> The highest multiplicity belongs to which entry?

C4H5O3V

***

> Look up the multiplicity of the fourth one.

2

***

> Among the records above, which one has the highest multiplicity?

C4H5O3V

***

> Which formula does entry 2 have?

C32H25BaN4OS2Se